The following is a DFT calculation (wB97M-V/def2-TZVPD) of the ion C8H12N3O2 with charge +1.

CARTESIAN COORDINATES (ANGSTROEM)
C: -0.261 -2.275 -0.086
C: -0.450 -0.863 0.421
C: -1.536 0.022 -0.249
C: -1.109 0.444 -1.681
C: 0.426 0.657 -1.873
C: 0.897 1.750 -1.033
O: 0.938 2.907 -1.182
N: 1.188 1.159 0.318
N: 1.479 2.015 1.278
C: 1.557 2.394 2.399
N: 1.883 3.128 3.414
C: 0.956 -0.259 0.748
O: -0.027 -0.573 1.697
H: 0.429 -2.778 0.506
H: 0.265 -2.137 -1.108
H: -1.241 -2.847 -0.201
H: -1.721 0.782 0.473
H: -2.443 -0.566 -0.343
H: -1.531 -0.218 -2.401
H: -1.530 1.324 -1.892
H: 1.060 -0.344 -1.658
H: 0.445 0.924 -2.964
H: 2.835 3.377 3.420
H: 1.267 3.325 4.183
H: 1.829 -0.864 0.542

Cartesian forces, eV/Å:
C -1.70 0.76 -2.60
C 1.39 0.42 -2.20
C 1.39 -1.60 0.05
C 1.92 -2.30 2.41
C 0.02 -2.83 -2.26
C -0.42 -1.70 1.91
O 0.38 1.48 -0.26
N -0.04 -0.51 1.11
N -0.56 0.43 2.21
C -0.35 0.04 -2.75
N -0.62 -0.98 -0.54
C -1.98 0.59 -2.35
O 0.83 0.73 1.75
H 1.00 -1.14 1.23
H -1.21 -0.61 1.33
H 1.43 0.69 0.12
H -0.23 1.13 0.11
H -0.19 -0.11 0.19
H 0.21 -0.87 -0.55
H -1.76 3.65 -0.76
H -1.48 2.46 -0.79
H 0.78 -0.15 1.07
H 1.31 0.53 0.68
H -0.16 0.08 0.06
H 0.02 -0.20 0.82

The calculation puts the gap between HOMO and LUMO at 9.71 eV. The total charge is +1. As for the calculated total energy: -17045.119 eV. As for the LUMO energy: -3.963 eV. Its energy relative to the best compared isomer or geometry (same formula, charge and spin) is 635.6 kJ/mol.

---

The following is a DFT calculation (wB97M-V/def2-TZVPD) of the ion C8H12N3S2 with charge +1.

CARTESIAN COORDINATES (ANGSTROEM)
C: 3.969 -0.205 -0.871
C: 2.901 0.750 -0.883
C: 3.762 -1.220 0.010
C: 1.907 0.380 -0.055
C: -2.293 -0.178 0.957
C: 0.691 0.969 0.326
C: -3.221 1.048 1.017
C: -1.480 -1.929 -0.757
N: -1.144 0.319 1.825
N: -0.075 0.485 1.287
N: -2.039 -0.525 -0.351
S: 2.282 -1.069 0.855
S: 0.004 2.360 -0.484
H: 4.827 -0.153 -1.606
H: 3.065 1.749 -1.362
H: 4.516 -2.113 0.060
H: -2.637 -1.035 1.569
H: -4.294 0.799 0.907
H: -3.023 1.809 0.238
H: -3.221 1.518 2.007
H: -1.662 -2.121 -1.897
H: -0.494 -1.839 -0.481
H: -2.053 -2.683 -0.299
H: -1.466 0.108 -0.938
H: 1.175 2.776 -1.075

Cartesian forces, eV/Å:
C 0.44 0.67 -1.41
C 1.95 0.95 -0.75
C 1.77 -1.92 -0.34
C -0.04 -1.36 1.69
C -0.85 0.09 0.07
C -2.28 0.17 0.44
C -1.28 0.63 0.65
C -2.90 2.42 -2.04
N 1.76 -0.10 -0.23
N 0.08 1.23 -0.48
N 1.48 -1.93 -2.73
S 0.68 -0.22 -0.64
S 0.74 0.53 -0.19
H -1.03 -0.04 1.28
H -0.66 -1.17 0.16
H -1.92 1.76 0.38
H -0.20 0.44 -0.46
H 0.66 -0.46 -0.29
H 0.32 -0.54 0.40
H 0.39 0.07 -0.18
H 0.62 0.84 2.09
H 2.46 -0.96 0.30
H -0.37 -0.90 1.03
H -1.11 0.10 0.84
H -0.72 -0.27 0.41

The calculation puts the gap between HOMO and LUMO (alpha / beta) at 7.27 / 7.27 eV. The total charge is +1. As for the calculated total energy: -34620.984 eV. As for the LUMO energy (alpha / beta): -5.311 / -5.312 eV. Its energy relative to the best compared isomer or geometry (same formula, charge and spin) is 170.2 kJ/mol.

---

The following is a DFT calculation (wB97M-V/def2-TZVPD) of the molecule C8H12N4O.

CARTESIAN COORDINATES (ANGSTROEM)
C: -0.801 -3.754 -1.131
C: 0.403 -3.569 -0.448
C: 1.380 -2.445 -0.940
N: 1.624 -1.444 0.064
C: 0.884 -0.305 0.373
N: -0.067 -0.063 -0.494
C: -0.657 1.148 -0.517
C: -1.958 1.313 -1.418
N: -0.254 2.050 0.401
C: 0.594 1.558 1.325
O: 0.713 2.461 2.305
C: 0.141 3.810 2.024
N: 1.340 0.429 1.373
H: -1.554 -4.167 -0.593
H: -1.377 -3.184 -1.924
H: 0.649 -4.017 0.608
H: 0.671 -2.028 -1.753
H: 2.328 -2.747 -1.069
H: 2.464 -1.571 0.747
H: -2.813 1.560 -0.741
H: -2.094 0.246 -1.840
H: -1.630 2.188 -2.168
H: -0.929 3.644 2.078
H: 0.410 4.168 1.048
H: 0.531 4.718 2.690

Cartesian forces, eV/Å:
C 2.70 2.37 1.11
C -1.45 0.57 -0.50
C -5.52 0.63 0.59
N 1.44 1.22 3.37
C 2.27 -2.76 -1.81
N -2.37 0.88 -1.71
C -0.13 -1.56 1.61
C 2.75 0.14 0.01
N -0.99 -1.64 -1.64
C 0.22 2.31 0.31
O 1.27 1.16 0.75
C 0.65 0.75 1.30
N -2.14 2.16 0.30
H -1.90 -2.37 1.66
H 2.10 -0.31 0.30
H -0.82 0.50 -2.28
H 2.35 -0.14 0.65
H 3.05 -1.65 -1.93
H -2.25 0.15 -1.86
H 0.77 0.14 -0.77
H 0.11 2.11 0.14
H -1.44 -2.13 1.35
H -0.04 0.65 0.09
H 0.02 -0.37 -0.58
H -0.63 -2.82 -0.46

The calculation puts the gap between HOMO and LUMO at 9.72 eV. As for the calculated total energy: -16495.335 eV. As for the LUMO energy: 0.828 eV. Its energy relative to the best compared isomer or geometry (same formula, charge and spin) is 239.0 kJ/mol.

---

The following is a DFT calculation (wB97M-V/def2-TZVPD) of a cluster of 2 separate species, C8H12N4Si in total.

CARTESIAN COORDINATES (ANGSTROEM)
C: 3.560 1.872 -0.744
C: -3.695 1.326 -0.801
C: 3.080 0.610 -0.496
C: -3.159 0.158 -0.412
C: 1.648 2.159 0.249
C: -2.390 1.800 0.779
C: 0.588 -1.405 1.855
C: -0.084 -1.338 -1.339
N: 2.709 2.761 -0.254
N: -3.290 2.408 -0.033
N: 1.833 0.763 0.163
N: -2.279 0.488 0.597
Si: 0.660 -0.538 0.179
H: 4.511 2.086 -1.124
H: -4.538 1.362 -1.537
H: 3.582 -0.298 -0.676
H: -3.393 -0.777 -0.772
H: 0.872 2.544 0.961
H: -1.670 2.423 1.290
H: 0.942 -0.713 2.571
H: -0.351 -1.818 2.053
H: 1.348 -2.198 1.804
H: -1.272 -1.377 -1.483
H: 0.359 -0.851 -2.253
H: 0.168 -2.421 -1.348

Cartesian forces, eV/Å:
C -0.98 -2.61 0.79
C -2.79 1.51 -0.91
C -0.56 1.30 0.03
C 1.60 2.01 1.26
C 1.09 -0.43 0.70
C -0.55 1.47 -1.69
C 1.87 0.16 -2.33
C -1.05 -0.16 -1.22
N -2.31 2.12 1.11
N 0.69 -1.46 -0.23
N 0.36 -0.37 -0.98
N 2.11 -2.04 0.45
Si -2.71 0.07 1.19
H 1.01 0.56 -0.61
H 0.90 0.46 0.70
H 0.04 -1.15 -0.14
H -0.19 -2.07 -0.43
H 0.74 -0.10 -1.41
H -0.13 -0.28 0.70
H 0.07 0.77 0.99
H -1.44 -0.44 0.32
H -0.13 -0.07 0.08
H 2.60 0.77 0.85
H -0.50 -0.57 0.77
H 0.28 0.55 0.04

The calculation puts the gap between HOMO and LUMO at 5.74 eV. As for the calculated total energy: -22325.458 eV. As for the LUMO energy: -1.634 eV. Its energy relative to the best compared isomer or geometry (same formula, charge and spin) is 241.9 kJ/mol.